11
Properties=species:S:1:pos:R:3:forces:R:3:mulliken_charge:R:1 method="wB97M-V/def2-TZVPD" relative_energy_kcal_mol=98.1 e_homo_ev=-9.3 energy_ev=-17456.857 lumo_ev=0.362
C 0.105098 1.464925 -0.195006 -3.95 -2.41 1.90 0.069
C 0.179366 -1.111669 0.009355 -0.01 -1.85 1.54 0.170
H -2.909367 0.195018 0.992497 1.18 -0.35 -2.10 0.189
H -0.699191 2.210684 -0.356298 0.60 -0.44 -0.47 0.345
H 2.000522 0.903901 0.267817 -2.76 2.04 -1.70 0.334
H -0.656673 -1.925474 0.301720 2.07 1.32 -1.32 0.250
H 1.982408 -2.289442 -0.699191 -3.13 3.58 2.52 0.278
N -0.504033 0.171485 0.341181 -0.37 -0.45 -2.54 -0.244
N 1.286138 1.679763 -0.153987 5.97 -0.52 1.13 -0.573
N 1.446251 -1.282071 -0.214889 -0.21 -1.63 -1.95 -0.626
S -2.230515 -0.017121 -0.293201 0.62 0.71 2.99 -0.192

***

100
Properties=species:S:1:pos:R:3:forces:R:3:mulliken_charge:R:1 method="wB97M-V/def2-TZVPD" relative_energy_kcal_mol=0.0 e_homo_ev=-3.0 energy_ev=-73948.697 total_charge=-1 lumo_ev=1.791
Rb 0.222855 -0.393729 -0.388412 -0.53 0.36 -0.37 0.683
C 2.761769 -4.114265 0.228072 0.01 0.12 0.05 -0.834
C 3.654135 -2.956464 -0.111113 0.03 -0.09 -0.12 0.285
N 4.752880 -3.186201 -0.781546 -0.12 -0.07 0.02 -0.679
C 5.590924 -2.161581 -1.059473 0.05 0.05 -0.01 -1.022
C 5.377727 -0.881063 -0.626888 0.02 0.04 0.00 0.989
C 6.419437 0.175778 -0.874230 -0.01 -0.03 0.04 -1.077
O 7.364502 0.282837 0.201532 0.01 0.08 -0.07 -0.549
C 4.186892 -0.583705 0.078335 -0.22 -0.44 -0.08 0.918
C 3.985661 0.669618 0.746335 -0.06 0.43 0.26 -1.237
N 2.834546 1.116422 1.085885 -0.30 -0.31 -0.27 0.397
C 2.621216 1.991497 2.114916 0.26 0.34 0.38 -0.050
C 3.090251 1.692478 3.408591 -0.01 -0.06 -0.19 -0.020
C 2.768003 2.483622 4.494935 -0.02 0.07 0.05 -0.756
C 1.967276 3.606516 4.333872 0.01 0.02 0.02 -0.523
C 1.511608 3.940357 3.065831 0.01 0.02 0.07 -0.474
C 1.839874 3.145987 1.983866 -0.05 0.05 -0.43 -0.287
I 1.236257 3.718894 0.052245 0.08 -0.07 0.20 0.094
C 3.232990 -1.635574 0.327837 0.52 0.30 0.05 0.637
O 2.147163 -1.471264 0.944359 0.22 -0.65 0.30 -0.741
H 3.107556 -5.007622 -0.286898 0.02 -0.01 -0.01 0.288
H 1.729090 -3.897152 -0.049311 0.00 -0.04 0.01 -0.071
H 2.776127 -4.286757 1.309577 -0.05 -0.01 -0.01 0.422
H 6.472947 -2.415650 -1.638290 0.00 0.05 0.01 0.320
H 5.948233 1.147845 -1.055580 0.02 -0.01 -0.01 0.360
H 7.009831 -0.077529 -1.754156 -0.01 -0.02 0.00 0.431
H 6.871771 0.249916 1.026477 -0.02 -0.06 0.03 0.399
H 4.876376 1.243735 1.048260 0.02 -0.06 0.05 0.334
H 3.673354 0.787765 3.529547 0.00 0.01 0.02 0.457
H 3.136222 2.218073 5.478571 0.00 -0.01 -0.01 0.366
H 1.700265 4.224537 5.181342 0.00 -0.02 0.00 0.376
H 0.902361 4.822910 2.922575 0.01 0.00 -0.03 0.388
C -1.115267 -0.482884 -3.326949 -0.25 -0.41 0.12 0.611
C 0.127307 0.115865 -3.586236 0.39 0.02 -0.06 0.468
C 1.131472 -0.873845 -3.434430 -0.13 0.09 -0.03 0.468
C 0.497897 -2.086310 -3.081524 0.26 0.05 0.03 0.577
C -0.883669 -1.849804 -3.006714 -0.32 0.36 -0.01 0.152
C -1.973123 -2.838936 -2.697103 0.15 0.13 -0.10 -1.233
C 1.195501 -3.408879 -2.909462 -0.12 0.18 -0.08 -1.525
C 2.608245 -0.666628 -3.645189 -0.18 -0.04 0.15 -1.227
C 0.391279 1.530428 -4.028944 -0.07 -0.19 0.11 -1.733
C -2.488030 0.124524 -3.435341 0.21 -0.11 0.08 -1.382
H -2.536169 -3.123395 -3.596682 -0.04 -0.06 0.05 0.279
H -2.695470 -2.424828 -1.984250 -0.03 -0.07 0.00 0.066
H -1.562996 -3.752857 -2.261688 -0.06 -0.03 0.03 0.394
H 1.327325 -3.919375 -3.871731 0.03 -0.07 0.03 0.269
H 0.621698 -4.077671 -2.262692 0.05 -0.05 0.00 0.334
H 2.187843 -3.285259 -2.469874 0.01 -0.06 0.00 0.194
H 3.136823 -0.401573 -2.718948 0.07 0.00 -0.06 -0.040
H 2.790840 0.139008 -4.362310 0.05 -0.02 -0.01 0.418
H 3.081643 -1.573641 -4.030534 0.05 0.03 -0.02 0.375
H 0.953306 1.551204 -4.969021 0.02 0.10 0.01 0.422
H 0.974389 2.097145 -3.291500 0.00 0.08 -0.05 0.130
H -0.544496 2.070231 -4.203645 0.01 0.04 -0.01 0.374
H -3.136531 -0.492389 -4.067410 -0.07 0.07 0.00 0.327
H -2.449352 1.122256 -3.881673 -0.05 0.01 0.00 0.407
H -2.983253 0.216382 -2.458576 -0.08 0.03 -0.05 0.047
N -3.298091 3.515943 -0.849917 0.11 -0.03 -0.12 0.166
C -2.223817 2.794041 -1.221202 -0.14 0.20 -0.14 -0.616
N -1.967271 1.898796 -0.310976 0.13 -0.36 0.22 0.523
C -2.932323 2.104876 0.624645 0.11 0.30 -0.47 0.057
N -3.766149 3.086377 0.331920 -0.06 -0.11 0.19 -0.825
C -3.025301 1.299466 1.839473 0.11 -0.34 0.43 0.302
C -4.143459 1.346578 2.673969 -0.11 0.10 -0.08 -0.381
N -4.246248 0.599675 3.762936 0.10 -0.08 0.03 -0.694
C -3.212776 -0.199733 4.029384 -0.20 0.12 -0.03 -0.509
C -2.094826 -0.240115 3.213010 0.18 -0.07 0.03 -0.261
N -1.993744 0.500842 2.117140 -0.19 0.14 -0.08 0.094
H -3.753725 4.272811 -1.325369 -0.01 0.04 -0.04 0.199
H -1.674891 2.945103 -2.138346 -0.04 -0.01 0.00 0.480
H -4.973558 2.004106 2.444685 0.03 0.00 -0.05 0.487
H -3.295240 -0.814246 4.918057 0.10 -0.03 0.00 0.439
H -1.250602 -0.882556 3.437346 -0.05 -0.04 0.03 0.596
C -3.801379 -3.130908 0.883773 0.00 -0.04 0.06 -1.657
C -2.481943 -3.213917 1.567386 0.05 0.02 0.05 0.628
N -1.363228 -2.699594 1.131593 0.01 0.17 -0.17 0.328
C -0.389515 -3.013106 2.051120 0.03 -0.09 0.09 -0.033
C -0.936294 -3.736943 3.063705 0.09 0.04 0.04 -1.373
N -2.281849 -3.860579 2.759107 0.04 -0.04 0.01 0.657
C -3.235451 -4.622210 3.516231 -0.10 0.12 -0.02 -1.245
N -3.686453 -5.799512 2.814247 0.12 -0.06 -0.08 0.840
N -5.002603 -5.988650 2.563862 0.14 0.06 0.08 -0.618
N -5.158946 -7.075353 1.915563 -0.30 -0.09 -0.08 -0.596
C -3.927383 -7.645040 1.700186 0.47 0.21 0.16 0.183
C -3.556034 -8.817525 1.038209 -0.02 0.00 -0.02 -0.698
C -2.211967 -9.108830 0.982357 -0.16 -0.18 -0.12 -0.507
C -1.245932 -8.269843 1.563021 0.03 0.24 0.15 -0.672
C -1.592036 -7.109278 2.222274 0.20 -0.07 -0.04 -0.578
C -2.953743 -6.817487 2.278301 -0.47 -0.14 -0.09 1.282
H -3.824577 -2.225979 0.280649 0.01 0.00 -0.01 0.301
H -4.625055 -3.109789 1.599121 -0.02 0.01 -0.03 0.461
H -3.951022 -3.983539 0.218061 -0.02 0.00 0.01 0.192
H 0.631036 -2.678597 1.912940 0.01 -0.02 0.00 0.211
H -0.520729 -4.149298 3.968870 -0.02 -0.01 -0.03 0.522
H -4.130565 -4.039430 3.730295 -0.02 -0.03 0.01 0.382
H -2.760843 -4.907143 4.455018 0.00 0.01 0.01 0.395
H -4.303822 -9.454136 0.585347 0.02 -0.02 -0.01 0.428
H -1.882485 -10.002824 0.468957 -0.01 0.00 0.01 0.365
H -0.199867 -8.533757 1.480877 0.00 0.00 -0.01 0.408
H -0.844807 -6.454385 2.647564 0.02 0.01 -0.03 0.343

***

38
Properties=species:S:1:pos:R:3:forces:R:3:mulliken_charge:R:1 method="wB97M-V/def2-TZVPD" relative_energy_kcal_mol=0.4 e_homo_ev=-8.6 energy_ev=-26661.347 lumo_ev=0.697
C -0.334169 3.531187 -1.827611 0.12 -0.37 -0.21 -1.209
C 0.550720 2.368405 -2.263161 0.14 0.49 0.44 -0.036
O -0.065179 1.550811 -3.248688 -0.37 -0.52 -0.20 -0.556
C -1.141865 0.803689 -2.807406 0.02 0.03 0.13 0.316
C -2.430976 1.178541 -3.148689 0.20 -0.03 -0.01 -0.329
C -3.513090 0.415317 -2.744174 -0.06 -0.01 0.01 -0.428
C -3.303600 -0.736845 -2.007896 -0.07 0.03 0.02 -0.674
C -2.019795 -1.135343 -1.679237 0.03 0.02 -0.06 -0.241
C -0.923359 -0.368524 -2.062813 -0.24 0.22 -0.05 -0.159
N 0.395835 -0.740665 -1.808000 0.33 0.15 -0.52 -0.126
C 0.966988 -1.378477 -0.730316 -0.31 0.10 -0.02 0.412
O 2.135625 -1.706177 -0.759350 0.43 -0.12 0.06 -0.700
N 0.143416 -1.606277 0.332624 -0.27 -0.07 0.05 -0.089
H -0.708288 -1.070019 0.399552 0.05 -0.02 -0.07 0.367
C 0.697319 -2.096428 1.580722 0.07 -0.01 0.06 -1.460
C 1.176137 -0.962370 2.451762 -0.21 -0.10 0.11 0.441
C 0.349194 -0.386451 3.407153 0.27 0.06 -0.04 0.563
C 0.749554 0.679395 4.190619 -0.17 -0.11 -0.02 -0.634
C 2.017902 1.201309 4.006863 -0.01 -0.02 -0.03 -0.311
C 2.859754 0.657142 3.050624 0.11 0.05 -0.02 -0.810
C 2.441987 -0.414905 2.281751 -0.02 0.05 0.10 -0.164
H 3.089603 -0.838771 1.529376 0.06 -0.06 -0.09 0.447
H 3.846987 1.068223 2.905324 0.09 0.03 -0.01 0.401
H 2.345320 2.033967 4.610503 0.02 0.07 0.06 0.373
H 0.070948 1.084351 4.924781 -0.08 0.03 0.07 0.440
F -0.899587 -0.883938 3.581604 0.07 0.01 -0.04 -0.340
H -0.073734 -2.676967 2.092764 0.16 0.01 -0.06 0.446
H 1.537744 -2.742856 1.319796 -0.16 0.03 0.11 0.442
H 1.064169 -0.446497 -2.509511 0.00 -0.10 0.21 0.318
H -1.861754 -2.066735 -1.157836 0.03 -0.07 0.02 0.577
H -4.141645 -1.343759 -1.700465 -0.07 -0.06 0.02 0.396
H -4.514254 0.718600 -3.008595 -0.09 0.03 -0.03 0.392
H -2.570818 2.073799 -3.734694 0.03 0.10 -0.05 0.437
H 0.836001 1.771531 -1.385977 0.01 0.02 -0.17 0.122
H 1.457884 2.740563 -2.745358 -0.05 -0.07 0.11 0.351
H -0.616318 4.130046 -2.689908 -0.03 0.10 -0.06 0.291
H 0.206589 4.157345 -1.123386 0.04 0.08 0.10 0.408
H -1.238703 3.161767 -1.348110 -0.06 0.04 0.07 0.328

***

18
Properties=species:S:1:pos:R:3:forces:R:3:mulliken_charge:R:1 method="wB97M-V/def2-TZVPD" relative_energy_kcal_mol=35.8 e_homo_ev="3.8 / -1.2" spin_multiplicity=2 energy_ev=-9454.525 total_charge=-2 s_squared=0.751 lumo_ev="6.560 / 6.500"
C 0.933828 -0.625242 1.974184 -1.33 0.42 -0.28 -2.333
C 0.986218 0.728220 2.607811 -4.31 0.84 -2.03 -3.275
H 0.576007 -1.300613 2.735235 -0.51 -0.75 -0.09 0.928
H 0.235261 -0.492880 1.126089 0.28 -0.98 0.35 -0.312
H 1.884106 -0.957399 1.644876 1.01 -0.41 -0.47 0.935
H -0.009751 1.352769 2.310164 1.61 -1.57 1.22 -0.073
H 1.606617 1.297620 2.039839 2.65 1.85 -0.87 0.119
H 1.094786 0.670753 3.628036 0.66 0.48 2.43 2.671
C -0.364449 0.212939 -1.598018 2.49 -0.24 1.56 0.891
C -0.854720 -1.252801 -1.606694 5.03 -0.90 0.04 -0.930
C -1.157357 1.274334 -2.308521 -1.80 1.88 -0.58 0.146
O -1.788424 0.901917 -3.320323 -0.07 -1.03 -0.92 -0.745
O -1.256434 2.467159 -1.878105 1.12 -1.07 0.55 -0.734
H -0.227949 0.507696 -0.533136 -0.09 0.14 -0.72 -0.283
H 0.741240 0.193113 -2.003030 -1.99 0.25 0.59 0.140
H -1.883006 -1.424126 -1.674828 -1.42 -0.27 -0.17 0.404
H -0.312159 -1.810864 -0.736205 -1.57 1.07 -0.79 0.221
H -0.203816 -1.742597 -2.407374 -1.76 0.29 0.18 0.231